The following is a DFT calculation (ωB97M-V/def2-TZVPD) of a molecular structure, C26H34IrN4S2.

Last column: natural (NBO) charge in e.
Element x y z (Å)
Ir: 0.017 -0.040 0.624  1.128
C: -1.405 -2.027 -1.965  -0.674
C: -2.286 -1.101 -1.199  0.114
N: -1.878 -0.235 -0.288  -0.533
C: -2.926 0.491 0.254  0.162
C: -4.138 0.182 -0.252  -0.415
S: -3.969 -1.040 -1.437  0.596
C: -2.522 1.429 1.284  0.074
C: -3.229 2.353 1.966  -0.393
S: -2.224 3.118 3.113  0.616
C: -0.889 2.187 2.641  0.097
N: -1.177 1.359 1.645  -0.511
C: 0.428 2.317 3.317  -0.662
H: -0.361 -1.822 -1.742  0.239
H: -1.567 -1.910 -3.037  0.267
H: -1.619 -3.065 -1.703  0.268
H: -5.102 0.593 0.005  0.279
H: -4.276 2.600 1.872  0.281
H: 0.467 3.224 3.918  0.261
H: 1.230 2.346 2.586  0.244
H: 0.601 1.462 3.974  0.262
C: -2.093 -1.984 2.346  -0.651
C: -0.906 -2.634 1.703  0.085
C: -0.561 -3.934 1.744  -0.206
C: 0.677 -4.095 1.000  -0.188
C: 1.052 -2.885 0.530  0.092
C: 2.251 -2.558 -0.296  -0.647
N: 0.082 -1.945 0.937  -0.398
H: -2.204 -2.343 3.368  0.255
H: -3.016 -2.235 1.818  0.234
H: -2.008 -0.903 2.384  0.203
H: -1.117 -4.707 2.255  0.246
H: 1.222 -5.015 0.841  0.246
H: 3.171 -2.809 0.234  0.247
H: 2.287 -1.504 -0.540  0.201
H: 2.250 -3.125 -1.227  0.245
C: 2.346 -2.118 4.984  -0.638
C: 2.936 -1.235 3.918  -0.006
C: 4.297 -0.936 3.902  -0.136
C: 4.872 -0.135 2.913  0.008
C: 6.339 0.193 2.942  -0.643
C: 4.060 0.366 1.910  -0.160
C: 2.684 0.079 1.879  0.064
C: 2.145 -0.715 2.912  -0.141
N: 1.808 0.508 0.870  -0.387
C: 2.258 1.500 -0.202  0.112
C: 2.709 2.815 0.457  -0.634
C: 3.334 0.918 -1.130  -0.621
C: 1.057 1.847 -1.089  -0.657
H: 2.927 -2.072 5.904  0.239
H: 2.335 -3.159 4.655  0.241
H: 1.319 -1.833 5.213  0.221
H: 4.932 -1.331 4.688  0.233
H: 6.894 -0.524 3.543  0.238
H: 6.501 1.183 3.375  0.242
H: 6.766 0.200 1.939  0.231
H: 4.524 0.966 1.147  0.213
H: 1.081 -0.906 2.936  0.209
H: 3.412 2.682 1.274  0.234
H: 1.850 3.371 0.835  0.213
H: 3.188 3.436 -0.300  0.251
H: 4.312 0.808 -0.674  0.229
H: 3.444 1.599 -1.974  0.243
H: 3.036 -0.049 -1.528  0.223
H: 0.233 2.292 -0.517  0.216
H: 0.694 0.986 -1.659  0.225
H: 1.369 2.595 -1.819  0.273

## Properties
<S²> ... 0.79
Multiplicity ... 2
Net charge ... +2
ΔE to the lowest compared entry with this formula, charge and spin ... 28.9 kcal per mole